Run i
24
Properties=species:S:1:pos:R:3 method="wB97M-V/def2-TZVPD" lumo_ev=0.99 total_charge=0 orbital_gap_ev=8.51
C 1.476 0.788 -0.740
C -0.425 -0.018 0.829
C -0.464 0.574 -0.477
C -0.096 -1.480 1.021
C -2.338 0.237 1.261
C -1.018 -0.177 -1.665
N 2.102 1.665 0.195
N 2.254 -0.401 -0.871
H 1.409 1.283 -1.709
H 0.013 0.611 1.602
H -0.787 1.615 -0.466
H 2.157 1.249 1.118
H 3.063 1.845 -0.096
H 1.830 -1.057 -1.518
H 2.394 -0.865 0.020
H -0.819 -1.958 1.688
H 0.873 -1.589 1.521
H -0.085 -2.047 0.090
H -2.057 -0.479 -1.512
H -2.293 0.962 2.074
H -2.728 -0.719 1.611
H -3.016 0.583 0.482
H -0.461 -1.084 -1.905
H -0.984 0.463 -2.553


Run ii
24
Properties=species:S:1:pos:R:3 method="wB97M-V/def2-TZVPD" lumo_ev=0.97 total_charge=0 orbital_gap_ev=9.66 smiles=CN[C@H](CN)C(C)C
C 1.141 -0.216 2.236
N 0.599 -1.011 1.108
C -0.380 -0.284 0.210
C -0.172 -0.945 -1.254
N -0.185 -2.498 -1.383
C -0.312 1.316 0.120
C -1.641 1.912 -0.191
C 0.761 1.655 -0.936
H 0.451 0.170 2.890
H 1.860 0.578 2.198
H 1.702 -1.015 2.763
H 1.397 -1.400 0.674
H -1.338 -0.441 0.716
H -1.068 -0.639 -1.760
H 0.746 -0.710 -1.656
H 0.598 -2.821 -0.869
H -1.053 -2.985 -0.954
H 0.130 1.759 0.990
H -1.387 2.642 -0.856
H -2.354 1.125 -0.593
H -2.255 2.285 0.545
H 0.951 2.735 -1.035
H 0.702 1.291 -1.812
H 1.633 1.365 -0.431


Which one is most stable, and which one is least stable? run i is the most stable of them, while run ii is the least stable.


Run i
17
Properties=species:S:1:pos:R:3 method="wB97M-V/def2-TZVPD" lumo_ev=0.50 total_charge=0 orbital_gap_ev=8.65 smiles=NC[C@H](N)CSS
N 3.471 0.278 -1.384
C 2.158 -0.418 -1.304
C 1.110 0.352 -0.536
N 1.507 0.631 0.840
C -0.255 -0.498 -0.583
S -1.780 0.474 -0.123
S -2.468 -0.518 1.592
H 3.347 1.121 -2.013
H 4.233 -0.326 -1.867
H 1.872 -0.466 -2.357
H 2.300 -1.425 -0.844
H 0.941 1.246 -1.076
H 1.706 -0.244 1.344
H 2.496 1.036 0.886
H -0.403 -1.073 -1.507
H -0.129 -1.171 0.332
H -1.316 -0.971 1.927


Run ii
17
Properties=species:S:1:pos:R:3 method="wB97M-V/def2-TZVPD" lumo_ev=0.52 total_charge=0 orbital_gap_ev=8.56 smiles=NC[C@H](N)CSS
N 0.372 0.109 2.630
C 0.152 0.810 1.245
C -0.136 -0.109 0.004
N 0.964 -0.877 -0.467
C -0.394 0.838 -1.125
S -2.071 0.278 -1.840
S -1.457 -1.195 -3.150
H 0.485 -0.950 2.810
H 0.909 0.706 3.252
H -0.617 1.519 1.440
H 1.083 1.322 1.008
H -1.062 -0.795 0.248
H 0.637 -1.626 -1.152
H 1.589 -1.272 0.289
H -0.713 1.772 -0.618
H 0.409 0.724 -1.792
H -0.150 -1.254 -2.782


Which one is most stable, and which one is least stable? run i is the most stable of them, while run ii is the least stable.


Run i
19
Properties=species:S:1:pos:R:3 method="wB97M-V/def2-TZVPD" lumo_ev=1.05 total_charge=0 orbital_gap_ev=10.81 smiles=CC[C@@H]1CO1.CO
C 0.203 2.288 -0.140
C 0.267 0.988 -0.954
C 1.364 0.000 -0.570
C 1.203 -1.406 -0.931
O 1.326 -0.977 0.447
H 1.186 2.773 -0.096
H -0.151 2.116 0.883
H -0.490 2.996 -0.615
H -0.724 0.520 -0.972
H 0.548 1.218 -1.980
H 2.347 0.458 -0.674
H 0.198 -1.745 -1.202
H 2.037 -1.991 -1.308
C -1.907 -1.360 1.390
O -1.020 -0.262 1.294
H -2.928 -0.955 1.404
H -1.741 -1.945 2.315
H -1.820 -2.054 0.526
H -0.136 -0.648 1.150


Run ii
19
Properties=species:S:1:pos:R:3 method="wB97M-V/def2-TZVPD" lumo_ev=0.80 total_charge=0 orbital_gap_ev=10.93 smiles=CC[C@@H](O)[C@@H](C)O
C 2.017 -0.106 1.588
C 0.948 0.800 0.964
C 0.396 0.276 -0.393
O 0.817 -1.040 -0.701
C -1.138 0.283 -0.431
C -1.651 -0.139 -1.800
O -1.518 -0.664 0.571
H 1.842 -1.154 1.332
H 3.023 0.136 1.230
H 2.003 -0.023 2.679
H 0.118 0.914 1.670
H 1.354 1.810 0.813
H 0.766 0.903 -1.213
H 0.287 -1.608 -0.120
H -1.516 1.281 -0.161
H -1.140 -1.056 -2.102
H -2.734 -0.315 -1.789
H -1.444 0.632 -2.548
H -2.432 -0.928 0.411


Run iii
19
Properties=species:S:1:pos:R:3 method="wB97M-V/def2-TZVPD" lumo_ev=0.87 total_charge=0 orbital_gap_ev=10.79 smiles=CC[C@@H](O)[C@@H](C)O
C 2.346 0.132 0.951
C 0.917 0.649 0.750
C 0.068 -0.396 0.023
O 0.006 -1.576 0.836
C -1.377 0.010 -0.378
C -1.484 0.703 -1.734
O -2.165 -1.157 -0.486
H 2.338 -0.816 1.497
H 2.823 -0.058 -0.017
H 2.972 0.839 1.504
H 0.456 0.861 1.729
H 0.925 1.604 0.209
H 0.596 -0.708 -0.887
H -0.088 -1.288 1.754
H -1.793 0.672 0.405
H -0.811 0.243 -2.467
H -2.507 0.556 -2.095
H -1.286 1.778 -1.692
H -1.816 -1.770 0.180


Run iv
19
Properties=species:S:1:pos:R:3 method="wB97M-V/def2-TZVPD" lumo_ev=0.98 total_charge=0 orbital_gap_ev=10.90 smiles=CO[C@@H](C)CCO
C -1.656 -0.233 1.637
O -0.402 -0.517 1.075
C -0.194 0.299 -0.061
C -0.548 1.858 0.182
C 1.247 0.007 -0.543
C 1.489 -1.235 -1.426
O 1.395 -2.478 -0.765
H -2.482 -0.604 1.010
H -1.737 0.858 1.679
H -1.701 -0.679 2.632
H -0.901 -0.027 -0.847
H -0.741 2.275 1.189
H -1.443 2.147 -0.388
H 0.286 2.452 -0.178
H 1.894 -0.087 0.339
H 1.587 0.872 -1.119
H 0.835 -1.209 -2.316
H 2.520 -1.194 -1.803
H 0.552 -2.505 -0.296


Which one is most stable, and which one is least stable? run iii is the most stable of them, while run i is the least stable.


Run i
13
Properties=species:S:1:pos:R:3 method="wB97M-V/def2-TZVPD" lumo_ev=0.48 total_charge=0 orbital_gap_ev=9.18 smiles="C/N=C1/NSCO1"
C 2.720 -0.223 -0.865
N 1.666 0.744 -0.580
C 0.596 0.271 -0.064
N -0.410 1.138 0.399
S -1.940 0.284 0.180
C -1.026 -1.163 0.668
O 0.292 -1.038 0.134
H 2.964 -0.821 -0.001
H 2.404 -0.872 -1.706
H 3.584 0.358 -1.183
H -0.341 1.982 -0.150
H -1.450 -2.096 0.166
H -0.979 -1.289 1.758


Run ii
13
Properties=species:S:1:pos:R:3 method="wB97M-V/def2-TZVPD" lumo_ev=0.57 total_charge=0 orbital_gap_ev=9.11 smiles="[H]/N=C1/OCSN1C"
H -2.205 -0.811 0.082
N -1.424 -1.439 -0.071
C -0.296 -0.883 -0.076
O 0.831 -1.548 -0.388
C 1.983 -0.860 0.158
S 1.628 0.860 -0.191
N -0.035 0.485 0.242
C -1.135 1.407 -0.122
H 1.970 -1.028 1.271
H 2.930 -1.217 -0.270
H -0.777 2.491 -0.174
H -1.894 1.384 0.627
H -1.576 1.159 -1.087


Run iii
13
Properties=species:S:1:pos:R:3 method="wB97M-V/def2-TZVPD" lumo_ev=0.44 total_charge=0 orbital_gap_ev=9.57 smiles="CSC(=O)/C=N/N"
C 0.741 -0.058 -2.918
S -0.626 0.535 -1.823
C 0.120 -0.124 -0.273
O 1.164 -0.751 -0.298
C -0.748 0.070 1.005
N -0.153 -0.225 2.102
N -0.600 -0.024 3.314
H 1.309 -1.187 -2.554
H 0.288 -0.138 -3.999
H 1.624 0.816 -3.007
H -1.910 0.398 0.951
H -1.317 0.729 3.464
H 0.108 -0.041 4.036


Run iv
13
Properties=species:S:1:pos:R:3 method="wB97M-V/def2-TZVPD" lumo_ev=-0.42 total_charge=0 orbital_gap_ev=8.60
C -0.623 1.109 0.008
C -0.404 0.507 -1.311
C 0.563 0.438 0.772
H -1.267 0.158 1.855
H -1.999 -0.599 0.094
H -0.813 2.117 -0.005
H 0.079 1.059 -2.110
H -1.285 0.285 -1.888
H 1.464 -1.535 1.092
N -1.842 0.408 0.710
N 1.384 -0.494 0.164
O 0.572 0.725 2.003
S 0.327 -1.189 -1.125


Which one is most stable, and which one is least stable? run i is the most stable of them, while run iv is the least stable.


Run i
13
Properties=species:S:1:pos:R:3 method="wB97M-V/def2-TZVPD" lumo_ev=-0.53 total_charge=0 orbital_gap_ev=8.25
C 0.546 0.359 2.892
C 1.589 -1.426 -0.585
C -1.677 0.683 -1.391
N 0.879 0.876 1.888
N -0.450 0.183 -0.806
O 0.195 0.123 3.963
S 0.348 -0.993 -1.536
H 2.186 -2.271 -0.876
H 1.805 -0.702 0.276
H -1.704 1.622 -1.081
H -1.831 0.777 -2.536
H -2.516 -0.001 -1.066
H 0.631 0.771 0.858


Run ii
13
Properties=species:S:1:pos:R:3 method="wB97M-V/def2-TZVPD" lumo_ev=-0.20 total_charge=0 orbital_gap_ev=8.89
C 1.117 1.976 -0.781
C 0.470 1.345 0.443
C -0.235 -0.557 -0.737
H 2.059 2.593 -0.298
H 0.033 2.780 -1.042
H 1.202 0.989 -1.812
H -0.698 -1.494 1.527
H -0.833 -0.105 2.446
H 0.093 0.215 -1.391
N -0.070 0.107 0.454
N -0.106 -0.692 1.690
O 0.414 1.976 1.435
S -0.753 -2.080 -1.217


Which one is most stable, and which one is least stable? run i is the most stable of them, while run ii is the least stable.


Run i
14
Properties=species:S:1:pos:R:3 method="wB97M-V/def2-TZVPD" lumo_ev=0.63 total_charge=0 orbital_gap_ev=9.76 smiles=SCC(S)CS
S -2.656 -0.523 -0.214
C -0.839 -0.838 -0.116
C -0.021 0.174 0.716
S 0.175 1.811 -0.225
C 1.366 -0.335 1.029
S 2.288 -0.847 -0.451
H -2.949 -0.933 0.989
H -0.421 -0.741 -1.093
H -0.669 -1.873 0.277
H -0.586 0.396 1.622
H -0.902 2.391 0.447
H 1.294 -1.112 1.781
H 2.082 0.440 1.438
H 2.216 0.385 -0.996


Run ii
14
Properties=species:S:1:pos:R:3 method="wB97M-V/def2-TZVPD" lumo_ev=-0.48 total_charge=0 orbital_gap_ev=8.02 smiles="S=CS.CSC"
S -2.179 0.029 1.776
C -1.907 -0.181 0.196
S -2.802 0.462 -1.143
H -1.075 -0.788 -0.166
H -3.708 1.126 -0.409
C 1.034 1.264 0.142
S 1.993 -0.038 0.940
C 1.586 -1.407 -0.162
H 1.371 1.433 -0.886
H -0.035 1.029 0.142
H 1.185 2.183 0.713
H 0.511 -1.613 -0.161
H 1.916 -1.205 -1.185
H 2.111 -2.294 0.203


Which one is most stable, and which one is least stable? run i is the most stable of them, while run ii is the least stable.


Run i
12
Properties=species:S:1:pos:R:3 method="wB97M-V/def2-TZVPD" lumo_ev=0.61 total_charge=0 orbital_gap_ev=9.68 smiles="C=C1C[C@@H]1C=O"
C -0.474 -0.803 1.768
C 0.187 -0.305 0.713
C 1.236 0.181 -0.081
C -0.031 -0.299 -0.765
C -0.882 0.900 -1.264
O -0.834 1.802 -0.391
H -1.125 -1.633 1.393
H -0.560 -0.521 2.772
H 2.209 -0.367 -0.164
H 1.320 1.205 -0.331
H 0.033 -1.202 -1.290
H -1.080 1.039 -2.360


Run ii
12
Properties=species:S:1:pos:R:3 method="wB97M-V/def2-TZVPD" lumo_ev="-0.32 / -0.02" total_charge=0 orbital_gap_ev="6.28 / 7.00"
C -1.847 0.094 -0.471
C -0.484 0.058 -0.514
C 0.277 1.227 -0.211
O 1.383 0.998 0.385
C 1.402 -0.494 0.587
C 0.505 -0.972 -0.482
H -2.410 1.019 -0.457
H 0.927 -0.541 1.590
H -2.378 -0.838 -0.319
H -0.004 2.274 -0.324
H 2.439 -0.816 0.688
H 0.190 -2.009 -0.472


Run iii
12
Properties=species:S:1:pos:R:3 method="wB97M-V/def2-TZVPD" lumo_ev=0.10 total_charge=0 orbital_gap_ev=9.09 smiles="C#CC=C.C=O"
C 2.293 0.739 -0.303
C 1.158 0.530 0.045
C 0.080 -0.102 0.725
C 0.202 -1.415 0.513
H 3.289 0.948 -0.602
H -0.419 0.358 1.575
H 0.121 -2.118 1.318
H 0.562 -1.762 -0.452
C -1.767 0.685 -0.699
O -2.688 0.348 0.003
H -1.343 0.046 -1.497
H -1.299 1.689 -0.635


Which one is most stable, and which one is least stable? run i is the most stable of them, while run iii is the least stable.


Run i
12
Properties=species:S:1:pos:R:3 method="wB97M-V/def2-TZVPD" lumo_ev=0.28 total_charge=0 orbital_gap_ev=8.72
C -0.379 1.620 0.510
C 0.004 0.205 0.155
C -0.894 -0.791 -0.296
O -0.228 -1.795 -0.791
C 1.422 -0.243 -0.218
C 1.132 -1.487 -0.719
H 0.477 2.116 0.973
H -0.634 2.177 -0.397
H -1.233 1.666 1.194
H 0.561 -0.332 1.027
H -1.975 -0.868 -0.299
H 1.748 -2.268 -1.140


Run ii
12
Properties=species:S:1:pos:R:3 method="wB97M-V/def2-TZVPD" lumo_ev=0.73 total_charge=0 orbital_gap_ev=9.48
O -1.525 -0.565 -2.150
C -0.751 -0.122 -1.364
C 1.151 -0.250 -0.782
C 0.413 -0.547 0.477
C -0.257 0.857 1.138
C -0.948 -0.038 0.194
H 2.059 -0.869 -0.985
H 1.380 0.789 -0.984
H 0.570 -1.523 0.940
H 0.414 1.644 0.830
H -0.778 1.104 2.089
H -1.799 -0.551 0.641


Run iii
12
Properties=species:S:1:pos:R:3 method="wB97M-V/def2-TZVPD" lumo_ev=1.09 total_charge=0 orbital_gap_ev=9.73 smiles=Cc1ccoc1
C 0.096 0.331 1.727
C 0.073 -0.020 0.268
C -0.643 0.658 -0.777
C -0.384 -0.017 -1.922
O 0.436 -1.067 -1.680
C 0.704 -1.053 -0.349
H 1.072 0.123 2.175
H -0.656 -0.239 2.286
H -0.116 1.394 1.878
H -1.264 1.539 -0.672
H -0.682 0.118 -2.952
H 1.356 -1.838 0.007


Which one is most stable, and which one is least stable? run iii is the most stable of them, while run i is the least stable.


Run i
12
Properties=species:S:1:pos:R:3 method="wB97M-V/def2-TZVPD" lumo_ev="-0.43 / -0.43" total_charge=0 orbital_gap_ev="7.87 / 7.87"
C 1.510 -1.386 -0.275
C -1.121 1.510 -0.186
C 1.122 -0.166 0.232
C -0.669 0.127 0.068
C -0.982 -1.015 0.459
O 1.656 0.720 0.855
H 2.543 -1.700 -0.164
H 0.992 -1.809 -1.118
H -1.416 -1.893 0.874
H -2.126 1.708 0.181
H -0.428 2.177 0.330
H -1.081 1.727 -1.255


Run ii
12
Properties=species:S:1:pos:R:3 method="wB97M-V/def2-TZVPD" lumo_ev=1.05 total_charge=0 orbital_gap_ev=11.14 smiles=C#CC[C@@H]1CO1
C 2.444 0.188 -1.277
C 1.253 0.333 -1.091
C -0.176 0.398 -0.844
C -0.520 0.313 0.617
C -0.707 -0.981 1.291
O -1.818 -0.118 0.961
H 3.467 0.212 -1.496
H -0.669 -0.413 -1.414
H -0.564 1.317 -1.265
H -0.221 1.232 1.228
H -0.673 -1.879 0.714
H -0.555 -1.028 2.369


Run iii
12
Properties=species:S:1:pos:R:3 method="wB97M-V/def2-TZVPD" lumo_ev=0.66 total_charge=0 orbital_gap_ev=9.66
C -0.072 1.455 0.563
C -0.165 0.003 0.063
C -1.482 -0.419 -0.455
O -2.488 0.254 -0.411
C 1.009 -0.697 -0.373
C 1.958 -1.463 -0.381
H 0.826 1.617 1.162
H -0.043 2.184 -0.268
H -0.956 1.708 1.154
H 0.175 -1.156 0.609
H -1.491 -1.464 -0.820
H 2.728 -2.023 -0.844


Run iv
12
Properties=species:S:1:pos:R:3 method="wB97M-V/def2-TZVPD" lumo_ev=1.12 total_charge=0 orbital_gap_ev=10.37
C 1.110 -0.347 -0.418
C 0.358 0.951 -0.261
C -1.090 0.593 -0.288
O -1.196 -0.910 -0.722
C -0.094 -1.065 0.210
C -0.502 0.199 0.976
H 1.971 -0.368 0.257
H 1.402 -0.642 -1.429
H 0.761 1.924 -0.610
H -1.790 1.450 -0.361
H 0.087 -2.048 0.663
H -0.944 0.277 1.976


Which one is most stable, and which one is least stable? run ii is the most stable of them, while run iii is the least stable.


Run i
10
Properties=species:S:1:pos:R:3 method="wB97M-V/def2-TZVPD" lumo_ev=-0.35 total_charge=0 orbital_gap_ev=8.49 smiles="S=C1COCS1"
S -2.313 -0.063 1.209
C -0.999 0.252 0.411
C -0.299 -0.946 -0.225
O 0.814 -0.399 -1.053
C 1.131 0.697 -0.298
S -0.273 1.845 0.051
H -0.096 -1.804 0.751
H -1.306 -1.239 -0.854
H 1.459 0.292 0.774
H 1.883 1.366 -0.765


Run ii
10
Properties=species:S:1:pos:R:3 method="wB97M-V/def2-TZVPD" lumo_ev=0.52 total_charge=0 orbital_gap_ev=9.77 smiles="O=C1CSCS1"
O 2.230 -0.820 -0.094
C 1.103 -0.384 -0.058
C -0.010 -1.311 0.310
S -1.558 -0.633 -0.213
C -1.139 1.052 0.231
S 0.638 1.337 -0.058
H 0.077 -1.488 1.397
H 0.176 -2.269 -0.186
H -1.327 1.191 1.312
H -1.776 1.714 -0.340


Run iii
10
Properties=species:S:1:pos:R:3 method="wB97M-V/def2-TZVPD" lumo_ev=-0.09 total_charge=0 orbital_gap_ev=8.99
C -0.198 -0.307 0.586
C 0.068 1.068 -0.148
C 1.272 -0.531 0.073
H -2.685 -0.684 -0.465
H -0.334 -0.088 1.722
H -0.263 2.127 0.265
H -0.429 0.938 -1.265
O 1.527 0.691 -0.422
S -1.289 -1.587 -0.246
S 2.330 -1.626 -0.101


Which one is most stable, and which one is least stable? run ii is the most stable of them, while run iii is the least stable.


Run i
16
Properties=species:S:1:pos:R:3 method="wB97M-V/def2-TZVPD" lumo_ev=-1.53 total_charge=0 orbital_gap_ev=9.57
C -1.789 -0.046 -0.888
C -0.132 -1.807 0.216
C 0.648 0.137 -1.436
C 1.981 0.259 -0.758
C -1.113 0.702 1.804
C -0.447 0.132 -0.431
N -2.885 -0.239 -1.213
N 0.099 -2.920 0.322
O 0.481 -0.056 -2.617
O -0.193 0.878 0.593
H 2.793 0.116 -1.435
H 2.028 -0.582 0.101
H 2.274 1.121 -0.178
H -2.140 1.009 1.457
H -0.751 1.560 2.349
H -0.855 -0.264 2.115


Run ii
16
Properties=species:S:1:pos:R:3 method="wB97M-V/def2-TZVPD" lumo_ev="-0.64 / -0.64" total_charge=0 orbital_gap_ev="7.56 / 7.56"
C -0.408 1.026 0.496
C -1.666 1.266 -0.036
C -0.025 -0.332 0.346
C 3.203 -0.826 -0.405
C -2.536 0.157 -0.312
C -2.180 -1.262 -0.648
N 2.068 -1.181 -0.066
N 1.356 -0.386 0.783
O -0.597 -1.201 -0.405
O -2.783 -0.956 0.511
H 0.263 1.828 0.824
H -2.213 2.203 -0.154
H 3.704 -1.410 -1.159
H 3.779 -0.009 0.108
H -3.573 0.455 -0.689
H 1.609 0.630 0.806


Which one is most stable, and which one is least stable? run i is the most stable of them, while run ii is the least stable.